This record from the Open Molecules 2025 dataset describes a molecular structure, C53H49BN10O3ReS2. The level of theory is wB97M-V/def2-TZVPD.

E_HOMO (spin up / spin down): -15.218 / -15.223 eV
spin multiplicity: 3
LUMO level (spin up / spin down): -8.18 / -9.21 eV
HOMO-LUMO gap (spin up / spin down): 7.04 / 6.01 eV
total charge: +3

Element x y z (Å)
Re (0.38, -1.71, 0.18)
C (3.68, -1.37, 2.13)
C (2.62, -2.36, 2.46)
C (2.72, -3.30, 3.48)
C (1.54, -4.01, 3.46)
N (0.77, -3.52, 2.48)
N (1.43, -2.51, 1.84)
B (-0.50, -3.99, 1.77)
N (-0.12, -4.54, 0.39)
C (-0.10, -5.77, -0.14)
C (0.44, -5.70, -1.41)
C (0.74, -4.35, -1.61)
C (1.27, -3.71, -2.85)
N (0.41, -3.66, -0.51)
N (-1.13, -2.52, 1.43)
C (-1.87, -1.76, 2.52)
C (-2.82, -0.96, 1.70)
C (-2.71, -1.30, 0.42)
C (-3.55, -0.97, -0.77)
N (-1.70, -2.29, 0.23)
N (-1.42, -4.82, 2.56)
C (-2.49, -5.57, 2.15)
C (-3.09, -6.06, 3.27)
C (-2.32, -5.57, 4.36)
C (-2.52, -5.82, 5.81)
N (-1.33, -4.81, 3.92)
H (4.08, -0.96, 3.05)
H (4.51, -1.87, 1.62)
H (3.33, -0.54, 1.52)
H (3.54, -3.42, 4.17)
H (1.16, -4.82, 4.08)
H (-0.46, -6.62, 0.42)
H (0.59, -6.50, -2.10)
H (0.53, -3.79, -3.65)
H (1.47, -2.65, -2.71)
H (2.17, -4.21, -3.19)
H (-2.38, -2.56, 3.07)
H (-3.54, -0.29, 2.14)
H (-4.14, -0.07, -0.59)
H (-2.93, -0.83, -1.65)
H (-4.23, -1.80, -0.97)
H (-2.75, -5.66, 1.11)
H (-3.96, -6.69, 3.32)
H (-3.56, -6.05, 6.03)
H (-1.91, -6.66, 6.14)
H (-2.23, -4.95, 6.39)
C (-2.73, 4.39, 5.07)
C (-1.80, 3.59, 4.21)
C (-2.16, 3.24, 2.90)
C (-1.32, 2.49, 2.11)
C (-0.10, 2.08, 2.63)
C (0.28, 2.38, 3.94)
C (-0.58, 3.14, 4.71)
S (1.04, 1.12, 1.71)
O (0.13, 0.16, 0.87)
C (1.89, 2.12, 0.51)
C (3.25, 2.24, 0.89)
C (4.11, 2.96, 0.10)
C (3.66, 3.54, -1.11)
C (4.55, 4.26, -1.94)
C (4.11, 4.81, -3.10)
C (2.76, 4.67, -3.49)
C (1.87, 3.99, -2.71)
C (2.30, 3.40, -1.48)
C (1.39, 2.69, -0.64)
C (-0.06, 2.72, -1.03)
C (-0.80, 3.89, -0.71)
C (-0.24, 4.96, 0.05)
C (-0.99, 6.06, 0.35)
C (-2.33, 6.16, -0.08)
C (-2.90, 5.15, -0.81)
C (-2.15, 4.00, -1.14)
C (-2.72, 2.95, -1.91)
C (-2.00, 1.85, -2.24)
C (-0.67, 1.73, -1.78)
S (0.32, 0.36, -2.25)
O (-0.35, -0.91, -1.60)
C (-0.04, 0.11, -3.96)
C (-1.02, -0.78, -4.39)
C (-1.25, -0.89, -5.75)
C (-0.53, -0.12, -6.68)
C (-0.81, -0.26, -8.14)
C (0.44, 0.75, -6.21)
C (0.71, 0.87, -4.85)
H (-3.43, 4.96, 4.47)
H (-2.17, 5.09, 5.70)
H (-3.30, 3.73, 5.72)
H (-3.11, 3.57, 2.51)
H (-1.62, 2.21, 1.11)
H (1.21, 2.02, 4.34)
H (-0.29, 3.39, 5.72)
H (3.60, 1.79, 1.80)
H (5.14, 3.08, 0.40)
H (5.58, 4.37, -1.63)
H (4.79, 5.37, -3.73)
H (2.42, 5.12, -4.41)
H (0.84, 3.91, -3.01)
H (0.78, 4.89, 0.39)
H (-0.55, 6.87, 0.92)
H (-2.90, 7.04, 0.16)
H (-3.92, 5.22, -1.14)
H (-3.74, 3.07, -2.26)
H (-2.42, 1.08, -2.88)
H (-1.57, -1.38, -3.68)
H (-2.01, -1.57, -6.10)
H (-1.86, -0.07, -8.35)
H (-0.59, -1.27, -8.49)
H (-0.21, 0.44, -8.73)
H (1.01, 1.34, -6.91)
H (1.47, 1.56, -4.50)
C (4.49, -0.63, -1.77)
C (3.24, -0.98, -1.14)
N (2.24, -1.25, -0.65)
H (4.52, -1.07, -2.77)
H (5.33, -1.00, -1.18)
H (4.55, 0.46, -1.84)
O (0.82, -1.17, 4.80)
C (-0.12, -1.18, 4.12)
N (-1.08, -0.99, 3.41)



This record from the Open Molecules 2025 dataset describes a molecular structure, C53H49ClIrN2O6P2 at a distorted geometry. The level of theory is wB97M-V/def2-TZVPD.

E_HOMO (spin up / spin down): -11.969 / -11.655 eV
spin multiplicity: 2
LUMO level (spin up / spin down): -7.49 / -7.67 eV
HOMO-LUMO gap (spin up / spin down): 4.47 / 3.98 eV
total charge: +2

Element x y z (Å)
Ir (0.17, 0.80, -0.71)
Cl (0.69, 7.59, -3.28)
C (0.27, 6.05, -2.62)
C (-1.02, 5.85, -2.07)
C (-1.38, 4.66, -1.51)
C (-0.48, 3.58, -1.46)
O (-0.88, 2.49, -0.86)
C (0.81, 3.76, -2.06)
C (1.77, 2.78, -2.15)
N (1.73, 1.53, -1.69)
C (2.76, 0.65, -1.87)
C (4.03, 0.94, -2.39)
C (4.96, -0.05, -2.56)
C (4.65, -1.40, -2.25)
C (3.44, -1.72, -1.70)
C (3.04, -3.08, -1.40)
C (1.91, -3.31, -0.72)
C (1.12, -2.16, -0.13)
N (1.34, -0.88, -0.79)
C (2.49, -0.68, -1.43)
C (1.15, 5.04, -2.63)
H (-1.73, 6.67, -2.10)
H (-2.36, 4.51, -1.08)
H (2.66, 3.07, -2.70)
H (4.30, 1.96, -2.64)
H (5.93, 0.19, -2.97)
H (5.37, -2.19, -2.44)
H (3.66, -3.90, -1.75)
H (1.62, -4.31, -0.43)
H (-0.68, -1.63, 0.79)
H (2.13, 5.19, -3.07)
O (-1.68, 0.33, 0.35)
P (-2.90, -0.50, 0.63)
C (-3.08, -1.80, -0.62)
P (-1.45, -2.00, -1.40)
O (-1.08, -0.71, -2.10)
C (-1.53, -3.33, -2.58)
C (-0.77, -4.50, -2.52)
C (-0.83, -5.41, -3.56)
C (-1.66, -5.17, -4.66)
C (-2.42, -4.01, -4.72)
C (-2.35, -3.08, -3.69)
C (-0.39, -2.40, 0.06)
C (1.82, -2.09, 1.20)
C (1.61, -2.82, 2.36)
C (0.71, -3.84, 2.58)
C (-0.33, -4.33, 1.72)
C (-0.80, -3.73, 0.62)
C (-4.37, 0.48, 0.63)
C (-4.28, 1.74, 1.23)
C (-5.39, 2.56, 1.26)
C (-6.59, 2.14, 0.69)
C (-6.68, 0.89, 0.10)
C (-5.58, 0.05, 0.07)
C (-2.74, -1.34, 2.20)
C (-3.71, -2.24, 2.65)
C (-3.54, -2.89, 3.86)
C (-2.41, -2.64, 4.64)
C (-1.45, -1.73, 4.20)
C (-1.61, -1.07, 2.98)
H (-3.75, -1.46, -1.41)
H (-3.47, -2.73, -0.20)
H (-0.12, -4.70, -1.68)
H (-0.24, -6.32, -3.52)
H (-1.70, -5.88, -5.47)
H (-3.06, -3.82, -5.57)
H (-2.93, -2.16, -3.74)
H (2.68, -1.41, 1.19)
H (2.29, -2.60, 3.18)
H (0.82, -4.36, 3.52)
H (-0.81, -5.25, 2.03)
H (-1.64, -4.22, 0.13)
H (-3.33, 2.06, 1.66)
H (-5.32, 3.54, 1.73)
H (-7.45, 2.79, 0.72)
H (-7.62, 0.57, -0.35)
H (-5.67, -0.93, -0.39)
H (-4.61, -2.43, 2.06)
H (-4.29, -3.59, 4.21)
H (-2.28, -3.15, 5.59)
H (-0.58, -1.51, 4.82)
H (-0.87, -0.36, 2.64)
C (-0.14, -0.37, -5.70)
C (0.70, 0.36, -4.67)
O (-0.09, 1.16, -3.79)
H (0.49, -0.98, -6.34)
H (-0.69, 0.35, -6.32)
H (-0.86, -1.02, -5.20)
H (1.40, 1.04, -5.16)
H (1.29, -0.37, -4.10)
H (-0.88, 0.66, -3.57)
C (4.57, 4.03, 5.78)
C (3.74, 3.34, 4.71)
C (2.36, 3.31, 4.78)
C (1.59, 2.66, 3.81)
C (0.08, 2.65, 3.89)
C (2.24, 2.04, 2.76)
C (3.63, 2.07, 2.65)
C (4.33, 1.38, 1.50)
C (4.36, 2.72, 3.64)
C (1.42, 1.41, 1.68)
O (0.91, 0.29, 1.77)
O (1.18, 2.02, 0.59)
H (3.95, 4.60, 6.46)
H (5.31, 4.70, 5.33)
H (5.13, 3.29, 6.36)
H (1.86, 3.81, 5.60)
H (-0.27, 3.13, 4.81)
H (-0.31, 1.63, 3.85)
H (-0.36, 3.19, 3.04)
H (3.78, 1.50, 0.56)
H (4.44, 0.30, 1.69)
H (5.33, 1.78, 1.35)
H (5.45, 2.75, 3.56)



This record from the Open Molecules 2025 dataset describes a molecular structure, C53H49N9O3S3SeZn at a distorted geometry. The level of theory is wB97M-V/def2-TZVPD.

E_HOMO: -5.332 eV
LUMO level: -0.48 eV
HOMO-LUMO gap: 4.86 eV

Element x y z (Å)
Zn (2.26, 2.49, -0.99)
O (2.82, 0.91, 6.42)
N (2.38, 1.84, 5.84)
O (1.74, 2.74, 6.35)
C (2.69, 1.90, 4.31)
C (3.65, 1.02, 4.01)
C (4.01, 0.88, 2.64)
C (5.01, -0.03, 2.31)
C (5.27, -0.21, 0.97)
C (4.56, 0.66, 0.01)
N (3.67, 1.49, 0.41)
C (3.36, 1.59, 1.68)
C (2.31, 2.50, 2.05)
N (1.72, 3.17, 1.04)
C (0.92, 4.17, 1.33)
C (0.60, 4.57, 2.65)
C (1.09, 3.78, 3.63)
C (1.97, 2.72, 3.35)
H (4.20, 0.45, 4.83)
H (5.52, -0.66, 3.08)
H (5.95, -0.82, 0.42)
H (4.60, 0.45, -1.05)
H (0.43, 4.76, 0.56)
H (-0.08, 5.39, 2.85)
H (0.79, 4.01, 4.64)
N (1.70, -0.52, 2.05)
S (0.49, -1.31, 2.23)
N (0.06, -2.57, 1.22)
S (-0.88, -2.38, 0.05)
N (-0.97, -1.14, -0.78)
S (0.29, -0.23, -1.53)
N (0.87, 0.87, -0.77)
C (-0.57, 0.17, -3.02)
C (0.25, 0.93, -3.90)
C (-0.25, 1.26, -5.16)
C (-1.49, 0.67, -5.60)
C (-2.28, -0.10, -4.73)
C (-1.83, -0.38, -3.41)
C (1.47, -1.50, -1.96)
C (1.43, -2.12, -3.27)
C (2.47, -2.93, -3.64)
C (3.50, -3.17, -2.79)
C (3.46, -2.72, -1.47)
C (2.48, -1.82, -1.03)
C (-2.57, -2.65, 0.60)
C (-3.46, -1.74, 0.07)
C (-4.84, -1.89, 0.31)
C (-5.32, -2.95, 1.06)
C (-4.34, -3.81, 1.71)
C (-3.01, -3.71, 1.41)
C (-0.69, -3.81, -1.00)
C (0.44, -4.61, -0.95)
C (0.63, -5.72, -1.80)
C (-0.36, -5.96, -2.76)
C (-1.48, -5.15, -2.83)
C (-1.66, -4.07, -1.98)
C (-0.97, -0.39, 2.26)
C (-0.90, 0.88, 1.73)
C (-2.04, 1.66, 1.96)
C (-3.20, 1.21, 2.51)
C (-3.26, -0.11, 2.93)
C (-2.11, -0.91, 2.86)
C (0.52, -2.18, 3.88)
C (0.66, -1.33, 4.98)
C (0.95, -1.92, 6.25)
C (1.17, -3.29, 6.32)
C (1.11, -4.14, 5.19)
C (0.79, -3.57, 3.97)
H (1.27, 1.26, -3.60)
H (0.33, 1.99, -5.81)
H (-1.94, 0.90, -6.59)
H (-3.19, -0.51, -5.12)
H (-2.25, -1.13, -2.80)
H (0.59, -1.86, -3.88)
H (2.58, -3.31, -4.66)
H (4.36, -3.70, -3.14)
H (4.31, -2.91, -0.80)
H (2.52, -1.47, 0.01)
H (-3.15, -0.88, -0.50)
H (-5.52, -1.20, -0.13)
H (-6.35, -2.96, 1.36)
H (-4.64, -4.66, 2.34)
H (-2.20, -4.36, 1.68)
H (1.20, -4.41, -0.18)
H (1.61, -6.12, -1.76)
H (-0.37, -6.77, -3.45)
H (-2.34, -5.45, -3.38)
H (-2.71, -3.64, -1.91)
H (0.07, 1.21, 1.23)
H (-1.99, 2.68, 1.60)
H (-4.09, 1.88, 2.70)
H (-4.15, -0.50, 3.40)
H (-2.15, -1.88, 3.31)
H (0.63, -0.27, 5.00)
H (1.14, -1.17, 7.10)
H (1.47, -3.69, 7.29)
H (1.27, -5.23, 5.46)
H (0.82, -4.16, 3.08)
Se (2.82, 3.08, -3.08)
C (-3.35, 3.96, -3.29)
N (-2.13, 3.57, -2.59)
C (-2.29, 2.68, -1.52)
C (-1.14, 4.57, -2.31)
O (-0.80, 4.72, -1.12)
N (-0.62, 5.27, -3.30)
C (0.35, 6.25, -2.87)
C (-0.46, 4.75, -4.67)
H (-3.90, 4.78, -2.84)
H (-3.99, 3.07, -3.40)
H (-3.12, 4.29, -4.28)
H (-2.49, 1.64, -1.81)
H (-3.06, 3.04, -0.80)
H (-1.37, 2.61, -0.90)
H (1.35, 5.89, -2.70)
H (-0.04, 6.86, -2.08)
H (0.41, 6.94, -3.68)
H (-0.86, 3.76, -4.85)
H (0.61, 4.55, -4.80)
H (-0.80, 5.43, -5.46)



This record from the Open Molecules 2025 dataset describes 7 unconnected molecules or ions with the total composition C53H51N2O27 at a distorted geometry. The level of theory is wB97M-V/def2-TZVPD.

E_HOMO: -10.924 eV
LUMO level: -4.35 eV
HOMO-LUMO gap: 6.58 eV
total charge: +1

Element x y z (Å)
C (-0.09, -2.20, 0.76)
C (0.49, -1.20, 1.83)
O (0.77, -1.66, 2.91)
N (0.67, 0.22, 1.50)
C (1.00, 0.90, 2.80)
C (1.84, 0.40, 0.59)
C (1.42, 0.98, -0.83)
C (0.92, 2.48, -0.73)
C (-0.37, 2.80, -1.58)
C (-1.51, 1.73, -1.39)
C (-1.75, 0.86, -2.55)
C (-2.79, -0.17, -2.47)
C (-3.05, -1.04, -3.72)
O (-3.06, -0.54, -4.82)
O (-3.30, -2.41, -3.64)
C (-3.53, -0.30, -1.20)
C (-3.20, 0.63, -0.12)
N (-2.25, 1.62, -0.21)
C (-1.93, 2.60, 0.87)
C (-2.99, 2.68, 2.02)
C (-2.48, 3.85, 3.00)
C (-4.45, 3.10, 1.55)
H (-1.21, -2.27, 0.91)
H (0.33, -3.21, 1.04)
H (0.18, -1.93, -0.29)
H (1.97, 0.53, 3.22)
H (0.15, 0.70, 3.52)
H (1.09, 2.01, 2.61)
H (2.63, 1.08, 1.03)
H (2.35, -0.60, 0.45)
H (0.71, 0.27, -1.33)
H (2.37, 0.98, -1.45)
H (0.81, 2.80, 0.35)
H (1.75, 3.13, -1.14)
H (-0.08, 2.91, -2.66)
H (-0.72, 3.83, -1.26)
H (-1.15, 1.01, -3.48)
H (-4.18, -2.57, -4.04)
H (-4.30, -1.10, -1.12)
H (-3.77, 0.51, 0.83)
H (-0.95, 2.29, 1.32)
H (-1.80, 3.65, 0.47)
H (-3.03, 1.76, 2.66)
H (-2.64, 4.81, 2.42)
H (-3.00, 3.84, 3.99)
H (-1.37, 3.73, 3.10)
H (-4.54, 3.31, 0.45)
H (-5.14, 2.22, 1.75)
H (-4.87, 3.95, 2.14)
C (4.36, 1.89, 4.85)
C (5.16, 1.57, 5.88)
C (5.24, 2.42, 7.10)
O (5.96, 2.09, 8.01)
C (4.43, 3.64, 7.14)
C (3.63, 3.96, 6.11)
C (3.53, 3.09, 4.90)
O (2.78, 3.40, 3.99)
O (2.87, 5.08, 6.12)
O (5.92, 0.46, 5.84)
H (4.29, 1.28, 3.96)
H (4.50, 4.26, 8.02)
H (2.39, 5.08, 5.27)
H (6.40, 0.45, 6.69)
C (0.65, 9.25, 5.30)
C (1.03, 10.52, 5.19)
C (2.43, 10.95, 5.47)
O (2.74, 12.12, 5.33)
C (3.39, 9.93, 5.90)
C (3.01, 8.66, 6.03)
C (1.61, 8.22, 5.72)
O (1.31, 7.05, 5.82)
O (3.88, 7.71, 6.43)
O (0.16, 11.48, 4.81)
H (-0.36, 8.93, 5.10)
H (4.40, 10.26, 6.12)
H (3.39, 6.86, 6.44)
H (0.68, 12.31, 4.80)
C (6.96, -1.95, 3.01)
C (8.01, -2.59, 3.54)
C (7.92, -4.03, 3.95)
O (8.90, -4.58, 4.41)
C (6.63, -4.70, 3.79)
C (5.59, -4.06, 3.26)
C (5.69, -2.64, 2.83)
O (4.71, -2.09, 2.34)
O (4.39, -4.66, 3.10)
O (9.20, -1.98, 3.72)
H (7.02, -0.91, 2.71)
H (6.57, -5.74, 4.10)
H (3.81, -3.99, 2.71)
H (9.78, -2.66, 4.11)
C (5.68, -6.08, -0.24)
C (5.06, -6.91, -1.08)
C (5.58, -8.29, -1.34)
O (4.96, -9.02, -2.09)
C (6.82, -8.69, -0.68)
C (7.45, -7.86, 0.15)
C (6.91, -6.49, 0.44)
O (7.51, -5.77, 1.21)
O (8.59, -8.21, 0.77)
O (3.93, -6.55, -1.71)
H (5.32, -5.08, -0.04)
H (7.19, -9.68, -0.89)
H (8.84, -7.43, 1.31)
H (3.67, -7.33, -2.25)
C (-7.98, -3.36, -5.29)
C (-8.62, -4.22, -6.08)
C (-8.10, -5.60, -6.32)
O (-8.72, -6.37, -7.03)
C (-6.83, -5.98, -5.68)
C (-6.19, -5.11, -4.90)
C (-6.73, -3.74, -4.64)
O (-6.12, -2.97, -3.90)
O (-5.02, -5.43, -4.30)
O (-9.76, -3.90, -6.69)
H (-8.35, -2.36, -5.11)
H (-6.45, -6.97, -5.87)
H (-4.76, -4.65, -3.79)
H (-10.03, -4.69, -7.20)
C (-8.58, -0.10, -10.87)
C (-7.25, 0.03, -10.76)
C (-6.49, -0.63, -9.66)
O (-5.28, -0.51, -9.60)
C (-7.24, -1.41, -8.67)
C (-8.57, -1.53, -8.78)
C (-9.33, -0.90, -9.90)
O (-10.53, -1.05, -9.97)
O (-9.29, -2.24, -7.88)
O (-6.54, 0.75, -11.64)
H (-9.14, 0.37, -11.66)
H (-6.69, -1.87, -7.87)
H (-10.22, -2.18, -8.18)
H (-5.61, 0.69, -11.35)